Model 1:
The following is a quantum chemistry calculation of a 6-piece molecular cluster, C36H108N18O6P6 overall, from the OMol25 dataset.

Cartesian coordinates (Å):
O -4.533 1.465 5.825
P -3.892 0.611 6.839
N -3.040 -0.663 6.163
C -2.051 -1.451 6.854
C -3.669 -1.333 5.024
N -4.894 0.009 8.006
C -6.288 0.416 8.088
C -4.522 -1.136 8.818
N -2.673 1.366 7.725
C -3.190 2.193 8.819
C -1.721 2.096 6.856
H -2.473 -2.347 7.319
H -1.571 -0.841 7.620
H -1.223 -1.752 6.201
H -4.540 -0.805 4.641
H -4.066 -2.306 5.342
H -2.897 -1.408 4.256
H -6.396 1.493 7.952
H -6.928 -0.075 7.348
H -6.685 0.213 9.082
H -3.540 -0.976 9.272
H -5.234 -1.451 9.576
H -4.417 -2.036 8.195
H -2.375 2.707 9.333
H -3.803 3.014 8.419
H -3.717 1.577 9.539
H -1.156 2.776 7.487
H -2.269 2.694 6.120
H -1.128 1.352 6.331
O -5.549 5.238 -5.065
P -4.518 5.712 -4.126
N -4.749 7.255 -3.561
C -5.279 8.263 -4.474
C -5.036 7.462 -2.145
N -2.985 5.791 -4.765
C -2.140 6.964 -4.680
C -2.440 4.673 -5.499
N -4.368 4.667 -2.857
C -3.145 4.563 -2.058
C -5.329 3.599 -2.644
H -5.691 7.752 -5.350
H -4.468 8.869 -4.888
H -6.082 8.849 -4.035
H -4.850 8.505 -1.885
H -4.336 6.911 -1.517
H -6.054 7.162 -1.880
H -1.950 7.287 -3.652
H -1.138 6.711 -5.034
H -2.500 7.797 -5.286
H -1.894 4.986 -6.400
H -1.738 4.084 -4.899
H -3.224 4.081 -5.976
H -2.442 5.357 -2.275
H -3.520 4.498 -1.030
H -2.707 3.570 -2.224
H -6.268 3.883 -3.111
H -5.563 3.482 -1.580
H -4.912 2.674 -3.050
O 6.852 3.407 -0.210
P 5.822 2.573 -0.855
N 6.517 1.328 -1.772
C 7.855 0.937 -1.335
C 6.541 1.526 -3.228
N 4.833 3.400 -1.879
C 5.294 4.558 -2.613
C 3.515 2.817 -2.209
N 4.756 1.824 0.163
C 4.551 2.461 1.459
C 4.482 0.390 0.126
H 8.530 1.797 -1.254
H 8.323 0.283 -2.073
H 7.825 0.432 -0.370
H 7.268 2.296 -3.518
H 5.560 1.783 -3.616
H 6.819 0.594 -3.723
H 5.234 4.402 -3.696
H 4.706 5.439 -2.339
H 6.331 4.745 -2.335
H 3.021 2.563 -1.277
H 2.955 3.560 -2.775
H 3.700 1.932 -2.823
H 3.805 1.882 2.004
H 5.441 2.432 2.099
H 4.221 3.495 1.376
H 5.312 -0.179 -0.294
H 3.601 0.212 -0.495
H 4.352 -0.018 1.126
O 2.793 -8.772 3.532
P 1.998 -7.828 2.740
N 2.172 -6.247 3.157
C 1.642 -5.113 2.397
C 2.850 -5.906 4.385
N 0.364 -8.178 2.891
C -0.686 -7.230 2.558
C 0.035 -9.572 2.681
N 2.395 -8.002 1.127
C 3.092 -9.242 0.742
C 1.746 -7.308 0.034
H 1.242 -4.450 3.170
H 0.978 -5.445 1.611
H 2.480 -4.564 1.948
H 2.142 -5.496 5.123
H 3.560 -5.076 4.283
H 3.352 -6.789 4.768
H -0.926 -7.265 1.485
H -1.607 -7.621 3.004
H -0.473 -6.250 2.964
H -1.055 -9.647 2.629
H 0.312 -9.893 1.660
H 0.420 -10.294 3.394
H 3.849 -8.971 0.002
H 3.635 -9.605 1.608
H 2.358 -9.945 0.345
H 2.068 -7.745 -0.910
H 1.942 -6.237 0.026
H 0.658 -7.456 0.074
O 1.938 0.353 -4.451
P 1.276 -0.698 -5.238
N 2.087 -1.061 -6.650
C 3.289 -0.291 -6.985
C 1.484 -1.792 -7.741
N -0.265 -0.273 -5.726
C -0.405 0.964 -6.469
C -1.279 -0.418 -4.686
N 1.131 -2.148 -4.461
C 1.785 -2.305 -3.168
C 0.496 -3.317 -5.026
H 3.803 -0.063 -6.049
H 3.074 0.688 -7.421
H 3.939 -0.935 -7.573
H 0.406 -1.666 -7.807
H 1.869 -2.817 -7.760
H 1.850 -1.411 -8.705
H -0.013 1.841 -5.933
H 0.111 0.909 -7.428
H -1.464 1.175 -6.622
H -1.324 -1.415 -4.261
H -1.169 0.380 -3.935
H -2.263 -0.190 -5.108
H 2.237 -3.296 -3.082
H 2.513 -1.512 -3.020
H 1.041 -2.232 -2.362
H -0.342 -3.632 -4.388
H 1.226 -4.121 -5.131
H 0.002 -3.097 -5.969
O 0.807 1.584 2.335
P 0.040 0.739 1.400
N -0.019 1.386 -0.127
C -0.268 2.811 -0.219
C 0.694 0.782 -1.246
N -1.517 0.593 1.883
C -2.609 0.072 1.077
C -1.847 1.019 3.238
N 0.715 -0.768 1.295
C 1.757 -1.146 2.224
C 0.202 -1.876 0.534
H 0.204 3.357 0.608
H -1.331 3.061 -0.161
H 0.176 3.267 -1.103
H 1.756 0.577 -1.096
H 0.551 1.310 -2.186
H 0.274 -0.216 -1.385
H -2.895 -0.924 1.414
H -3.467 0.743 1.200
H -2.358 0.216 0.025
H -1.732 2.094 3.376
H -2.898 0.841 3.481
H -1.315 0.453 4.007
H 2.101 -0.341 2.870
H 1.382 -1.969 2.841
H 2.682 -1.438 1.709
H 1.003 -2.388 -0.020
H -0.528 -1.560 -0.206
H -0.182 -2.672 1.190

Results
HOMO-LUMO gap in eV: 8.43

---

Model 2:
The following is a quantum chemistry calculation of a 6-piece molecular cluster, C36H108N18O6P6 overall, from the OMol25 dataset.

Cartesian coordinates (Å):
O 0.001 1.743 0.855
P 0.414 0.775 -0.180
N -0.744 -0.380 -0.482
C -1.896 0.208 -1.156
C -0.933 -1.547 0.392
N 1.750 -0.096 0.311
C 2.296 0.184 1.642
C 2.169 -1.354 -0.276
N 0.801 1.409 -1.653
C 0.749 2.861 -1.820
C 0.981 0.617 -2.845
H -1.679 0.288 -2.227
H -2.053 1.258 -0.856
H -2.869 -0.223 -0.929
H -1.994 -1.627 0.614
H -0.360 -1.359 1.300
H -0.481 -2.413 -0.088
H 1.584 0.003 2.446
H 3.189 -0.426 1.783
H 2.673 1.208 1.674
H 3.253 -1.405 -0.185
H 1.690 -2.251 0.132
H 1.932 -1.352 -1.342
H -0.004 3.280 -1.148
H 1.653 3.335 -1.405
H 0.653 3.159 -2.858
H 0.570 1.128 -3.719
H 0.488 -0.353 -2.743
H 2.038 0.402 -3.050
O 6.889 0.186 -1.684
P 7.080 -1.026 -2.492
N 6.934 -2.413 -1.612
C 7.566 -3.678 -1.970
C 5.826 -2.494 -0.686
N 8.537 -1.211 -3.273
C 9.704 -1.623 -2.497
C 8.833 -0.295 -4.353
N 5.961 -1.171 -3.723
C 5.046 -0.069 -3.993
C 6.063 -2.162 -4.772
H 8.356 -3.933 -1.255
H 7.867 -3.704 -3.011
H 6.842 -4.486 -1.803
H 5.662 -1.551 -0.173
H 5.970 -3.331 0.000
H 4.907 -2.764 -1.236
H 10.216 -2.434 -3.021
H 10.391 -0.797 -2.298
H 9.382 -1.992 -1.526
H 9.211 -0.785 -5.258
H 7.915 0.172 -4.722
H 9.505 0.506 -4.038
H 4.093 -0.450 -4.367
H 4.829 0.505 -3.096
H 5.488 0.597 -4.746
H 5.893 -1.692 -5.743
H 5.358 -2.989 -4.616
H 7.038 -2.651 -4.782
O -5.460 1.235 -6.265
P -4.599 1.616 -5.135
N -5.461 2.323 -3.903
C -6.761 2.894 -4.172
C -4.857 2.604 -2.619
N -3.398 2.701 -5.467
C -3.714 3.791 -6.387
C -2.304 2.994 -4.552
N -3.761 0.365 -4.453
C -2.556 -0.120 -5.134
C -4.468 -0.631 -3.652
H -6.687 3.908 -4.594
H -7.402 2.870 -3.291
H -7.253 2.350 -4.981
H -5.658 2.455 -1.874
H -4.455 3.615 -2.542
H -4.224 1.810 -2.218
H -4.162 3.374 -7.286
H -4.366 4.520 -5.890
H -2.807 4.317 -6.687
H -1.339 2.726 -5.008
H -2.332 4.018 -4.183
H -2.313 2.317 -3.693
H -2.114 -0.934 -4.565
H -2.745 -0.432 -6.165
H -1.851 0.707 -5.167
H -4.830 -0.191 -2.725
H -3.774 -1.450 -3.467
H -5.283 -1.101 -4.217
O -4.520 -0.585 5.459
P -3.151 -1.096 5.302
N -2.207 -0.075 4.435
C -2.780 1.101 3.754
C -0.863 -0.469 4.066
N -3.099 -2.549 4.511
C -2.047 -3.542 4.650
C -3.940 -2.713 3.330
N -2.303 -1.374 6.688
C -1.701 -0.288 7.433
C -2.643 -2.550 7.477
H -3.793 0.869 3.436
H -2.124 1.438 2.953
H -2.816 1.935 4.464
H -0.863 -1.326 3.392
H -0.214 -0.626 4.939
H -0.312 0.363 3.621
H -1.288 -3.250 5.368
H -2.495 -4.496 4.953
H -1.546 -3.674 3.685
H -4.977 -2.475 3.571
H -3.662 -1.977 2.563
H -3.847 -3.742 2.996
H -0.685 -0.538 7.755
H -1.700 0.598 6.802
H -2.278 -0.081 8.341
H -1.826 -3.275 7.530
H -3.545 -3.037 7.107
H -2.895 -2.230 8.494
O 1.219 -3.549 2.316
P 1.389 -4.955 2.740
N 1.395 -5.153 4.378
C 1.449 -4.003 5.274
C 1.534 -6.432 5.043
N 2.850 -5.595 2.270
C 4.084 -5.200 2.935
C 3.016 -5.978 0.882
N 0.262 -5.922 2.010
C -0.752 -5.228 1.236
C -0.137 -7.250 2.469
H 0.682 -4.123 6.046
H 1.283 -3.081 4.725
H 2.429 -3.988 5.764
H 0.619 -6.711 5.578
H 2.278 -6.331 5.844
H 1.853 -7.205 4.352
H 4.824 -5.986 2.783
H 4.475 -4.263 2.520
H 3.896 -5.046 3.996
H 3.869 -6.648 0.769
H 2.183 -6.631 0.602
H 2.980 -5.135 0.186
H -1.651 -4.978 1.814
H -0.335 -4.382 0.706
H -1.159 -5.880 0.449
H -0.585 -7.181 3.471
H 0.747 -7.869 2.618
H -0.881 -7.655 1.793
O -1.980 5.460 -1.966
P -2.341 6.104 -0.688
N -3.429 7.336 -1.023
C -3.484 8.659 -0.457
C -4.643 6.910 -1.719
N -1.056 6.712 0.167
C 0.284 6.535 -0.382
C -1.126 7.682 1.254
N -3.105 5.140 0.440
C -3.933 5.675 1.503
C -2.949 3.703 0.380
H -2.607 9.275 -0.671
H -3.685 8.735 0.618
H -4.292 9.206 -0.948
H -5.515 7.439 -1.334
H -4.820 5.843 -1.570
H -4.551 7.100 -2.791
H 0.844 7.472 -0.322
H 0.811 5.743 0.160
H 0.229 6.209 -1.420
H -0.313 7.535 1.961
H -1.024 8.697 0.845
H -2.119 7.670 1.690
H -4.240 6.696 1.301
H -4.853 5.080 1.567
H -3.431 5.542 2.467
H -3.673 3.135 0.972
H -1.981 3.415 0.812
H -3.010 3.327 -0.641

Results
HOMO-LUMO gap in eV: 8.38

---

Most stable of them? model 2.

---

Model 1:
The following is a quantum chemistry calculation of the molecule C7H6O2, from the OMol25 dataset.

Cartesian coordinates (Å):
C 1.519 1.010 0.527
C -1.067 1.009 -0.179
C 2.373 -0.075 0.808
C -0.985 -2.162 0.299
C 0.224 0.399 0.221
C 0.442 -0.924 0.314
C -1.502 1.209 -1.422
O 1.717 -1.216 0.555
O -1.953 -1.960 0.912
H 1.808 2.102 0.399
H -1.679 1.138 0.753
H 3.462 -0.105 1.082
H -0.730 -3.022 -0.370
H -2.582 1.508 -1.441
H -1.048 1.090 -2.457

Results
HOMO-LUMO gap in eV: 9.46

---

Model 2:
The following is a quantum chemistry calculation of the molecule C7H6O2, from the OMol25 dataset.

Cartesian coordinates (Å):
C 0.021 -0.929 0.338
C 2.343 0.206 -0.272
C 1.293 1.283 -0.231
C 0.288 1.996 0.018
C -1.024 1.860 -0.060
C -1.851 0.924 -0.128
C -2.142 -0.451 -0.195
H -0.350 0.060 0.873
H 0.000 -1.742 0.922
H 2.912 0.349 -1.310
H 3.058 0.146 0.580
H -3.102 -1.150 -0.763
H -1.988 -0.754 1.009
O 1.485 -1.063 -0.127
O -0.942 -0.735 -0.656

Results
HOMO-LUMO gap in eV: 9.17

---

Most stable of them? model 1.

---

Model 1:
The following is a quantum chemistry calculation of a 2-piece molecular cluster, C2H9NO2 overall, from the OMol25 dataset.

Cartesian coordinates (Å):
C -1.282 -0.964 0.603
N -1.084 -0.429 -0.751
C -0.432 0.807 -0.919
O 1.044 0.526 -0.968
H -0.539 -0.684 1.358
H -1.204 -2.054 0.532
H -2.267 -0.711 1.000
H -0.798 -1.200 -1.334
H -0.652 1.118 -1.945
H -0.446 1.495 -0.086
H 1.575 1.293 -1.205
H 1.870 -0.423 1.077
H 2.038 0.949 0.982
O 2.178 0.279 1.656

Results
HOMO-LUMO gap in eV: 10.15

---

Model 2:
The following is a quantum chemistry calculation of a 2-piece molecular cluster, C2H9NO2 overall, from the OMol25 dataset.

Cartesian coordinates (Å):
C 0.682 -1.180 -0.727
O 0.463 -0.870 0.672
C -0.517 -1.976 -1.202
N -0.227 -2.510 -2.570
H 1.578 -1.797 -0.746
H 0.813 -0.293 -1.353
H 0.880 -0.013 0.825
H -1.356 -1.299 -1.238
H -0.688 -2.777 -0.525
H -1.082 -2.496 -3.120
H -0.092 -3.515 -2.492
H -0.665 4.894 3.821
H 0.314 6.084 3.587
O -0.401 5.580 3.201

Results
HOMO-LUMO gap in eV: 10.56

---

Model 3:
The following is a quantum chemistry calculation of a 2-piece molecular cluster, C2H9NO2 overall, from the OMol25 dataset.

Cartesian coordinates (Å):
C 0.630 1.377 0.379
N -0.607 0.622 0.319
C -1.018 0.230 -0.971
O -0.410 -1.015 -1.434
H 0.837 1.707 1.396
H 1.479 0.772 0.050
H 0.537 2.299 -0.187
H -0.812 -0.081 1.025
H -0.735 0.972 -1.712
H -2.077 0.003 -0.958
H 0.355 -0.781 -1.954
H 0.565 -1.749 0.613
H 0.311 -2.114 2.086
O 0.945 -2.242 1.348

Results
HOMO-LUMO gap in eV: 10.14

---

Most stable of them? model 3.

---

Model 1:
The following is a quantum chemistry calculation of C2H4N2OS3 as an isolated structure, from the OMol25 dataset.

Cartesian coordinates (Å):
C 0.629 -1.500 -1.297
C 0.994 0.456 0.329
N -0.323 -0.611 -1.201
N -0.322 0.391 -0.368
O 1.816 1.507 0.055
S 0.474 -2.730 -2.332
S 1.893 -1.139 -0.180
S -1.696 -0.242 1.441
H 0.920 0.494 1.402
H -1.096 -0.937 -1.809
H 2.244 1.653 -0.798
H -2.632 -0.522 0.606

Results
HOMO-LUMO gap (alpha / beta) in eV: 7.21 / 7.19

---

Model 2:
The following is a quantum chemistry calculation of the molecule C2H4N2OS3, from the OMol25 dataset.

Cartesian coordinates (Å):
C 0.136 -0.284 1.084
C 0.058 0.827 -0.080
H 2.859 -0.818 -0.410
H 1.068 -2.246 1.164
H -1.043 1.472 -1.554
H -2.759 -1.197 -1.423
N 0.896 -1.423 0.630
N -1.044 0.634 -0.942
O -0.056 -0.323 2.257
S 1.559 -1.332 -0.996
S 1.122 2.091 -0.023
S -2.669 -0.281 -0.210

Results
HOMO-LUMO gap in eV: 7.78

---

Most stable of them? model 2.